Record 1
The following is a DFT calculation (ωB97M-V with the def2-TZVPD basis set) of a molecular structure, C48H58BrFKN4O6PS.

## Properties
Energy relative to the best compared isomer or geometry (same formula, charge and spin): 481.7 kJ/mol
F_max: 0.04238 Eh/bohr
Charge: -2
2S+1: 1
Kohn-Sham gap: 0.2158 hartree
LUMO energy: 0.1355 Ha

```
121
C48H58BrFKN4O6PS ωB97M-V with the def2-TZVPD basis set
K -2.0653 0.5062 -0.4339
C 5.9122 2.2216 2.3908
C 5.0219 3.1265 1.5300
C 4.8744 4.4859 2.2284
C 5.7263 3.3535 0.1943
C 3.6423 2.4895 1.3397
C 3.0888 2.2217 0.0791
C 1.8347 1.6784 -0.0317
Br 1.0905 1.3651 -1.7566
C 0.9810 1.3383 1.0784
O -0.1620 0.8520 0.8894
C 1.5659 1.6320 2.3550
C 2.8494 2.1814 2.4330
C 0.8093 1.4204 3.6302
C -0.6695 1.1381 3.5102
C 1.0399 2.5420 4.6436
C 1.0097 -0.2712 5.5995
H 6.9171 2.6505 2.4892
H 5.9968 1.2262 1.9488
H 5.4999 2.0940 3.3930
H 5.8526 4.9639 2.3595
H 4.4158 4.3742 3.2141
H 4.2390 5.1515 1.6380
H 6.7079 3.8034 0.3712
H 5.1575 4.0293 -0.4508
H 5.8754 2.4132 -0.3434
H 3.6279 2.4538 -0.8308
H 3.2610 2.3730 3.4174
H -1.1165 1.9398 2.9165
H -1.1379 1.1286 4.4987
H -0.8700 0.2094 2.9824
H 0.9119 3.4918 4.1267
H 2.0424 2.5166 5.0719
H 0.3118 2.4959 5.4556
H 1.5407 -1.1840 5.8498
H -0.0631 -0.4432 5.5498
H 1.2456 0.5051 6.3213
O -2.0010 3.0891 -3.1295
H -1.2556 3.0091 -2.5252
H -2.4400 2.2206 -3.0713
F -1.4105 -1.2394 -1.6168
N -3.6251 3.2531 1.3782
C -4.3821 4.1826 1.9827
C -3.5405 5.2062 2.3721
C -2.2677 4.7807 1.9374
N -2.3283 3.5961 1.3362
H -3.9565 2.3514 0.9393
H -5.4471 4.0487 2.0883
H -3.8033 6.1196 2.8807
H -1.3144 5.2805 2.0384
C -5.5363 2.2101 -1.4757
C -5.6567 1.2088 -0.3362
O -6.7462 0.6741 -0.1108
O -4.5589 0.9830 0.3042
H -6.5186 2.4452 -1.8845
H -4.9016 1.7753 -2.2537
H -5.0408 3.1253 -1.1386
C 1.9977 -4.1536 -0.8243
C 1.9136 -2.6586 -1.1149
C 0.7255 -1.9711 -0.4526
N 0.9514 -1.7176 0.9626
C 0.4400 -2.3782 1.9881
S -0.5875 -3.7263 1.9027
N 0.7944 -1.8605 3.2239
C 1.8613 -0.9756 3.4080
O 1.5018 0.1350 4.3031
C 3.1782 -1.4640 3.6485
C 3.5289 -2.7771 3.2445
C 4.8290 -3.2445 3.3596
C 5.8452 -2.4557 3.8942
C 5.5151 -1.1709 4.3176
C 4.2234 -0.6813 4.2037
H 2.8859 -4.5974 -1.2835
H 1.1139 -4.6727 -1.2058
H 2.0341 -4.3429 0.2517
H 1.8358 -2.4899 -2.1936
H 2.8313 -2.1682 -0.7753
H -0.1845 -2.5633 -0.5463
H 0.5350 -1.0085 -0.9294
H 1.4609 -0.8766 1.2333
H 0.4628 -2.4540 3.9785
H 2.7619 -3.4257 2.8331
H 5.0506 -4.2523 3.0253
H 6.8587 -2.8281 3.9757
H 6.2839 -0.5301 4.7393
H 4.0085 0.3268 4.5306
O -2.8764 0.4106 -2.7362
P -2.5023 -0.9998 -3.1575
C -3.3502 -2.4362 -2.4128
C -4.0610 -2.2597 -1.2223
C -4.7022 -3.3366 -0.6281
C -4.6295 -4.5994 -1.2032
C -3.9293 -4.7792 -2.3887
C -3.3043 -3.6982 -2.9997
C -0.8926 -1.2438 -3.9708
C -0.1344 -2.4072 -3.8657
C 1.0768 -2.5163 -4.5385
C 1.5515 -1.4554 -5.3038
C 0.8099 -0.2843 -5.3921
C -0.4137 -0.1824 -4.7386
C -3.5435 -1.1286 -4.7406
C -3.1238 -1.6685 -5.9549
C -3.9901 -1.7676 -7.0458
C -5.2979 -1.3217 -6.9403
C -5.7378 -0.7758 -5.7361
C -4.8733 -0.6854 -4.6553
H -4.1219 -1.2799 -0.7530
H -5.2515 -3.1815 0.2927
H -5.1175 -5.4420 -0.7277
H -3.8730 -5.7612 -2.8434
H -2.7830 -3.8412 -3.9402
H -0.4802 -3.2151 -3.2309
H 1.6608 -3.4251 -4.4510
H 2.5017 -1.5382 -5.8182
H 1.1855 0.5554 -5.9656
H -0.9965 0.7318 -4.8072
H -2.1026 -2.0167 -6.0660
H -3.6337 -2.1880 -7.9802
H -5.9722 -1.4000 -7.7859
H -6.7564 -0.4158 -5.6425
H -5.2257 -0.2584 -3.7219
```

Atom charges from the Löwdin analysis, given in e for atoms 1 to 2:
1 K 0.78
2 C -0.06

Record 2
The following is a DFT calculation (ωB97M-V with the def2-TZVPD basis set) of 2 unconnected molecules or ions with the total composition C5H6N2O2.

## Properties
Energy relative to the best compared isomer or geometry (same formula, charge and spin): 117.0 kJ/mol
F_max: 0.09519 Eh/bohr
Charge: 0
2S+1: 3
Kohn-Sham gap (spin up / spin down): 0.2282 / 0.2486 hartree
LUMO energy (spin up / spin down): 0.0138 / -0.0945 Ha

```
15
C5H6N2O2 ωB97M-V with the def2-TZVPD basis set
C -0.2515 -1.9648 0.3973
C -0.3494 -0.8878 -0.2747
C -0.9878 0.2187 -0.5779
C 3.2128 1.2090 0.2133
C -1.9655 0.9151 0.3374
N 0.1835 -3.0759 0.6973
N 2.1390 0.8961 -0.2088
O 4.1990 1.6847 0.5239
O -0.8795 0.8410 -1.7653
H -2.7296 0.1579 0.6837
H -2.5673 1.5893 -0.2439
H -1.4201 1.4579 1.0867
H -0.0508 -3.6642 1.5699
H 1.5523 0.1438 -0.1615
H -0.0850 0.4793 -2.2774
```

Atom charges from the natural (NBO) analysis, given in e for atoms 1 to 2:
1 C 0.23
2 C -0.11

Record 3
The following is a DFT calculation (ωB97M-V with the def2-TZVPD basis set) of a single C5H8N2 molecule.

## Properties
Energy relative to the best compared isomer or geometry (same formula, charge and spin): 84.7 kJ/mol
F_max: 0.02181 Eh/bohr
Charge: 0
2S+1: 1
Kohn-Sham gap: 0.3402 hartree
SMILES: N#CCC/C=C/N
LUMO energy: 0.0344 Ha

```
15
C5H8N2 ωB97M-V with the def2-TZVPD basis set
N 0.2704 0.4926 2.6814
C -0.5188 0.2156 1.8820
C -1.5056 -0.1681 0.8604
C -1.2500 0.4795 -0.5102
C 0.1445 0.3161 -1.0556
C 1.1094 -0.4232 -0.5024
N 2.4434 -0.4630 -0.9110
H -1.4961 -1.2610 0.7822
H -2.4984 0.1171 1.2251
H -1.4531 1.5548 -0.4233
H -2.0088 0.0855 -1.2005
H 0.3937 0.9388 -1.9152
H 0.8998 -1.0899 0.3292
H 3.0694 -0.7318 -0.1641
H 2.7516 0.4144 -1.3093
```

Atom charges from the natural (NBO) analysis, given in e for atoms 1 to 2:
1 N -0.34
2 C 0.29

Record 4
The following is a DFT calculation (ωB97M-V with the def2-TZVPD basis set) of 2 unconnected molecules or ions with the total composition C4H7N2.

## Properties
Energy relative to the best compared isomer or geometry (same formula, charge and spin): 613.7 kJ/mol
F_max: 0.08760 Eh/bohr
Charge: +1
2S+1: 1
Kohn-Sham gap: 0.3647 hartree
LUMO energy: -0.1997 Ha

```
13
C4H7N2 ωB97M-V with the def2-TZVPD basis set
C -0.2168 -0.9867 0.0880
C -0.8346 0.8453 -1.1378
C -1.4055 -0.0553 -0.0945
C 0.0952 0.4466 0.0632
N 0.5190 1.8838 1.9261
N 0.3199 1.3025 1.0000
H -0.1145 -1.5780 1.0421
H 0.1786 -1.6910 -0.6581
H -0.3950 0.2348 -1.9791
H -1.1992 1.9041 -1.2801
H -2.2872 0.1662 0.4435
H 2.4134 -1.0053 0.3975
H 2.9267 -1.4670 0.1892
```

Atom charges from the natural (NBO) analysis, given in e for atoms 1 to 2:
1 C -0.38
2 C -0.34

Record 5
The following is a DFT calculation (ωB97M-V with the def2-TZVPD basis set) of a molecular structure, C4H20N5O10PSi2.

## Properties
F_max: 0.00723 Eh/bohr
Charge: 0
2S+1: 1
Kohn-Sham gap: 0.3047 hartree
LUMO energy: -0.0016 Ha

```
42
C4H20N5O10PSi2 ωB97M-V with the def2-TZVPD basis set
N 1.1423 4.8773 -1.4180
P 1.4933 4.4481 -3.0736
O 2.9124 5.2810 -3.1864
Si 2.2295 2.3089 -2.6292
O 2.5854 2.0209 -1.0387
Si 4.0404 1.9901 -0.2657
H 0.8337 5.8462 -1.3838
H 0.3994 4.3240 -1.0006
H 3.4060 5.3130 -2.3525
H 1.1561 1.3657 -3.0108
H 3.4406 2.0783 -3.4550
H 4.7993 3.2205 -0.5896
H 4.8365 0.8238 -0.6985
H 3.7972 1.9241 1.1861
C -0.0759 -0.5711 0.0792
N 0.1150 -1.3525 -1.1736
O 0.5633 -2.4810 -1.0927
O -0.1832 -0.8043 -2.2162
H 0.1940 -1.2021 0.9167
H 0.5627 0.3071 0.0138
H -1.1200 -0.2687 0.1147
C -0.2662 -1.4721 5.2471
N -0.0473 -1.2919 3.7883
O 0.9657 -1.7472 3.2936
O -0.9176 -0.7141 3.1715
H 0.5838 -2.0076 5.6516
H -0.3761 -0.4805 5.6770
H -1.1950 -2.0263 5.3482
C -3.3415 -0.2753 -3.1037
N -4.4891 0.3227 -2.3669
O -4.4405 0.3231 -1.1530
O -5.3957 0.7769 -3.0331
H -2.6240 -0.6343 -2.3785
H -3.7315 -1.0736 -3.7281
H -2.9186 0.5069 -3.7276
C -0.9243 -4.4658 1.4362
N -1.7141 -3.9421 2.5855
O -1.1927 -3.9632 3.6866
O -2.8339 -3.5491 2.3534
H 0.0454 -4.7703 1.8116
H -1.4801 -5.2963 1.0112
H -0.8349 -3.6697 0.7038
```

Atom charges from the natural (NBO) analysis, given in e for atoms 1 to 2:
1 N -1.17
2 P 0.85

Record 6
The following is a DFT calculation (ωB97M-V with the def2-TZVPD basis set) of a single C3H6ClN molecule.

## Properties
Energy relative to the best compared isomer or geometry (same formula, charge and spin): 32.3 kJ/mol
F_max: 0.03571 Eh/bohr
Charge: 0
2S+1: 1
Kohn-Sham gap: 0.3849 hartree
SMILES: N[C@@H]1C[C@@H]1Cl
LUMO energy: 0.0382 Ha

```
11
C3H6ClN ωB97M-V with the def2-TZVPD basis set
N 0.4214 1.5661 0.2475
C 0.2010 0.3670 -0.5678
C -0.9747 -0.5469 -0.2837
C 0.4345 -0.9803 -0.0163
Cl 0.8165 -1.2537 1.7240
H 1.2023 1.4439 0.8775
H -0.3963 1.8026 0.8028
H 0.4876 0.5931 -1.5884
H -1.6048 -0.2234 0.5391
H -1.4959 -1.0885 -1.0813
H 0.9083 -1.6799 -0.6534
```

Atom charges from the natural (NBO) analysis, given in e for atoms 1 to 2:
1 N -0.83
2 C -0.08

Record 7
The following is a DFT calculation (ωB97M-V with the def2-TZVPD basis set) of a gas-phase ion, C4H9N2O2 (charge +1).

## Properties
Energy relative to the best compared isomer or geometry (same formula, charge and spin): 487.2 kJ/mol
F_max: 0.17071 Eh/bohr
Charge: +1
2S+1: 3
Kohn-Sham gap (spin up / spin down): 0.2294 / 0.2279 hartree
LUMO energy (spin up / spin down): -0.1292 / -0.3144 Ha

```
17
C4H9N2O2 ωB97M-V with the def2-TZVPD basis set
C 0.3807 0.5928 -1.3451
C 2.0016 0.6107 0.9687
C -1.2732 0.4728 0.3614
C -0.8524 -1.5058 -1.0832
N 1.2890 0.4548 1.9741
N -0.7038 -0.0697 -0.6639
O 1.6245 0.6745 -0.3919
O -0.0273 0.1762 1.9319
H 0.0348 1.5295 -1.5409
H 0.9589 0.0509 -2.1069
H 3.0931 1.0178 1.1625
H -1.3372 1.6232 0.4822
H -1.9552 -0.2092 0.8842
H -0.2935 0.1490 2.8906
H -0.3353 -1.8620 -2.0244
H -0.6303 -2.2906 -0.2534
H -1.9742 -1.4149 -1.2459
```

Atom charges from the natural (NBO) analysis, given in e for atoms 1 to 2:
1 C 0.10
2 C 0.39

Record 8
The following is a DFT calculation (ωB97M-V with the def2-TZVPD basis set) of 16 unconnected molecules or ions with the total composition C38H66F6N13O10S2.

## Properties
Energy relative to the best compared isomer or geometry (same formula, charge and spin): 262.6 kJ/mol
F_max: 0.13902 Eh/bohr
Charge: -1
2S+1: 1
Kohn-Sham gap: 0.2978 hartree
LUMO energy: 0.0400 Ha

```
135
C38H66F6N13O10S2 ωB97M-V with the def2-TZVPD basis set
C 3.2644 0.8357 -2.0183
F 3.5451 -0.4772 -2.0446
F 3.6945 1.3609 -0.8794
F 3.8700 1.4663 -3.0716
S 1.3583 1.0453 -2.2149
O 1.0701 2.4512 -1.9554
O 1.0899 0.6837 -3.6086
N 0.7351 -0.1361 -1.0333
S -0.3282 0.6642 -0.2975
O 0.2103 1.6617 0.6806
O -1.4794 1.1880 -1.0620
C -1.1833 -0.6651 0.9053
F -0.3025 -1.2059 1.7410
F -2.1512 -0.0112 1.6194
F -1.7539 -1.6026 0.1438
C 8.1619 -4.1004 -5.6929
O 8.2599 -3.8606 -6.9079
N 7.1165 -4.5005 -4.9888
C 7.3388 -5.0934 -3.6570
C 5.7892 -4.7844 -5.5463
H 9.0517 -3.9574 -5.0603
H 6.7871 -6.0110 -3.4524
H 7.1143 -4.3490 -2.8931
H 8.3910 -5.3488 -3.5310
H 5.6637 -5.8193 -5.8645
H 4.9490 -4.4789 -4.9226
H 5.5362 -4.2377 -6.4547
C -1.4205 -3.8869 9.9664
O -0.7648 -4.4786 9.1628
N -2.5086 -3.1164 9.6541
C -3.2956 -2.5208 10.7636
C -2.9687 -2.8611 8.3159
H -1.3262 -3.9226 11.0628
H -4.3358 -2.8456 10.7388
H -3.1881 -1.4409 10.8654
H -2.9906 -3.0372 11.6738
H -2.2008 -3.1295 7.5903
H -3.8463 -3.4697 8.0975
H -3.2871 -1.8396 8.1075
C -6.5045 3.9451 -4.9720
O -5.5046 4.6562 -5.0532
N -7.7673 4.3631 -5.3063
C -8.1150 5.6727 -5.7534
C -8.8784 3.4814 -4.9587
H -6.3941 2.9085 -4.6178
H -8.9728 6.0430 -5.1920
H -8.4104 5.7143 -6.8018
H -7.1994 6.2363 -5.5738
H -9.5327 3.4178 -5.8282
H -8.6383 2.4546 -4.6828
H -9.4216 3.9900 -4.1622
C -11.0806 1.4522 2.2335
C -10.0830 0.5537 1.6141
O -10.4218 -0.6327 1.5128
C -8.6885 1.0078 1.2637
H -10.6121 2.4159 2.4332
H -11.4438 1.0179 3.1649
H -11.9119 1.6289 1.5510
H -8.1264 0.1432 0.9107
H -8.2157 1.4415 2.1449
H -8.7624 1.7290 0.4496
C 6.7966 1.7898 -9.0065
C 5.5276 1.1765 -9.5093
O 5.0296 1.7040 -10.4792
C 4.8808 0.0257 -8.7838
H 6.4993 2.4474 -8.1897
H 7.3822 2.3927 -9.7005
H 7.4280 1.0538 -8.5086
H 5.1987 -0.0886 -7.7475
H 5.3680 -0.8478 -9.2171
H 3.8083 -0.0917 -8.9394
C 4.0499 -1.9638 5.4226
C 3.6926 -0.4921 5.4444
O 2.8358 -0.1663 6.2379
C 4.2676 0.3661 4.3443
H 5.0541 -2.0793 5.8304
H 3.9455 -2.3530 4.4098
H 3.4149 -2.5606 6.0773
H 3.8001 0.1803 3.3773
H 5.3431 0.2358 4.2245
H 4.0988 1.3827 4.6993
C 9.7175 1.6013 0.7190
C 11.1002 1.6759 1.1163
N 12.2478 1.7049 1.4405
H 9.3393 2.5996 0.4988
H 9.1571 1.1840 1.5556
H 9.6314 1.0324 -0.2068
C 3.2690 -5.0668 -0.1955
C 3.7923 -6.3452 0.4047
N 4.2013 -7.3454 0.8439
H 2.9575 -5.2485 -1.2241
H 4.0295 -4.2963 -0.0685
H 2.3167 -4.8631 0.2943
C 4.2121 6.7860 1.1145
C 5.5422 7.4869 1.1058
N 6.6012 8.0586 1.0238
H 4.2907 5.8587 1.6820
H 3.8093 6.6484 0.1110
H 3.6455 7.5001 1.7122
C -3.0325 6.1418 0.5511
C -3.9093 5.9080 1.7041
N -4.4952 5.7100 2.6709
H -3.1292 7.1863 0.2545
H -3.2827 5.5095 -0.3008
H -1.9895 6.0848 0.8622
C -0.9453 -6.5397 3.8415
C -1.0501 -6.9373 2.4576
N -1.1593 -7.2776 1.3381
H -1.8995 -6.0780 4.0956
H -0.0438 -5.9381 3.9581
H -0.8721 -7.4297 4.4665
C -7.0827 -5.3368 4.1044
C -8.0384 -6.2004 3.3423
N -8.8032 -6.7811 2.7139
H -6.0671 -5.3475 3.7087
H -7.0184 -5.5392 5.1735
H -7.4453 -4.3108 4.0421
C -1.2938 2.7170 6.1443
C -0.3570 3.7585 5.7602
N 0.3583 4.5908 5.4489
H -1.0155 2.3249 7.1226
H -1.1315 1.9997 5.3398
H -2.3460 3.0005 6.1650
C -1.3824 -3.9263 -3.8273
C -0.7247 -4.4834 -4.9922
N -0.2511 -4.9084 -5.9544
H -0.8373 -4.0929 -2.8982
H -2.2984 -4.4861 -3.6386
H -1.5640 -2.8764 -4.0572
C 0.4954 7.5616 -4.9219
C 1.9198 7.2461 -5.0476
N 3.0600 7.0275 -5.1348
H 0.0007 7.0989 -5.7760
H 0.2674 8.6274 -4.9244
H 0.1016 7.1050 -4.0139
```

Atom charges from the Löwdin analysis, given in e for atoms 1 to 2:
1 C -0.62
2 F 0.11

What is the 2S+1 in the fifth record?
1